The following is a quantum chemistry calculation of a 16-piece molecular cluster, C94H210N10O16 overall in a non-equilibrium geometry, from OMol25.

Geometry as ORCA input:
```
! wB97M-V def2-TZVPD RIJCOSX def2/J DEFGRID3
* xyz 0 1
C 4.943 5.689 2.112
O 5.663 4.786 2.958
H 4.255 5.199 1.423
H 4.457 6.488 2.671
H 5.631 6.217 1.452
H 5.594 3.906 2.581
C -0.609 5.354 -2.942
O -0.503 3.950 -3.019
H -0.656 5.697 -3.975
H -1.348 5.812 -2.284
H 0.285 5.814 -2.519
H -1.146 3.636 -3.658
C 5.254 -0.632 -0.532
O 4.646 0.303 0.293
H 5.214 -0.113 -1.490
H 6.295 -0.834 -0.281
H 4.662 -1.544 -0.605
H 3.767 0.431 -0.071
C 6.700 2.957 -0.331
O 5.628 2.863 0.605
H 7.619 2.956 0.254
H 6.825 2.049 -0.921
H 6.705 3.780 -1.046
H 5.160 2.037 0.459
O 2.232 3.301 -3.310
H 1.304 3.536 -3.282
H 2.615 3.911 -3.940
O 4.978 1.985 -3.364
H 5.191 2.894 -3.152
H 4.056 1.893 -3.126
C -4.425 -0.751 0.916
C -5.093 -1.525 -0.265
C -4.017 -2.384 -0.950
C -4.515 -3.385 -1.999
C -5.695 -4.235 -1.392
C -6.854 -3.406 -0.832
N -6.332 -2.337 0.050
O -7.395 -1.518 0.547
C -7.677 -2.880 -2.046
C -7.723 -4.433 -0.110
C -5.385 -0.419 -1.359
H -5.073 0.032 1.310
H -3.577 -0.168 0.558
H -4.259 -1.463 1.725
H -3.244 -1.816 -1.466
H -3.444 -2.959 -0.222
H -3.722 -4.081 -2.273
H -4.864 -2.781 -2.837
H -5.282 -4.904 -0.637
H -6.164 -4.779 -2.212
H -8.385 -2.103 -1.758
H -7.090 -2.429 -2.845
H -8.397 -3.595 -2.445
H -8.587 -3.845 0.200
H -8.115 -5.166 -0.815
H -7.290 -4.932 0.757
H -5.829 -0.850 -2.256
H -4.500 0.088 -1.746
H -6.094 0.358 -1.073
H -7.575 -0.985 -0.231
C -5.625 1.498 6.887
C -4.628 0.512 6.250
C -4.514 0.693 4.755
C -3.560 1.892 4.291
C -2.207 1.809 5.008
C -2.226 1.506 6.505
N -3.256 0.549 6.843
O -3.236 0.038 8.077
C -0.886 0.784 6.780
C -2.389 2.841 7.250
C -5.187 -0.957 6.374
H -6.672 1.301 6.655
H -5.280 2.486 6.582
H -5.538 1.427 7.971
H -4.040 -0.229 4.420
H -5.453 0.807 4.213
H -3.992 2.839 4.615
H -3.287 1.973 3.239
H -1.849 2.806 4.750
H -1.478 1.111 4.598
H -0.009 1.399 6.578
H -0.718 0.602 7.842
H -0.746 -0.170 6.272
H -1.646 3.556 6.897
H -3.406 3.222 7.157
H -2.134 2.652 8.293
H -5.375 -1.265 7.402
H -4.585 -1.712 5.869
H -6.188 -1.077 5.959
H -3.048 -0.874 7.844
C -2.476 -7.221 3.445
C -3.282 -6.007 3.941
C -3.108 -5.863 5.457
C -1.775 -5.333 5.822
C -1.681 -3.899 5.204
C -1.812 -3.945 3.633
N -2.982 -4.748 3.246
O -3.312 -4.761 1.957
C -2.087 -2.492 3.237
C -0.498 -4.328 2.857
C -4.808 -6.445 3.847
H -2.511 -7.162 2.357
H -2.873 -8.204 3.698
H -1.402 -7.073 3.557
H -3.835 -5.214 5.945
H -3.160 -6.843 5.931
H -0.967 -6.007 5.537
H -1.749 -5.328 6.911
H -0.681 -3.478 5.314
H -2.413 -3.224 5.649
H -2.057 -2.278 2.168
H -3.107 -2.166 3.440
H -1.530 -1.736 3.791
H -0.140 -5.214 3.383
H -0.493 -4.517 1.783
H 0.295 -3.620 3.098
H -5.103 -7.331 4.408
H -5.024 -6.614 2.792
H -5.473 -5.616 4.089
H -2.755 -5.451 1.589
C -4.313 -0.705 -5.433
C -2.789 -1.169 -5.696
C -2.445 -2.233 -4.610
C -1.128 -2.988 -4.906
C -1.314 -3.703 -6.285
C -1.648 -2.735 -7.458
N -2.608 -1.662 -7.078
O -2.991 -0.792 -8.059
C -0.256 -2.156 -7.885
C -2.215 -3.512 -8.682
C -1.835 0.101 -5.543
H -4.471 -0.526 -4.369
H -4.961 -1.506 -5.788
H -4.436 0.127 -6.125
H -2.379 -1.840 -3.595
H -3.241 -2.978 -4.623
H -0.986 -3.695 -4.088
H -0.252 -2.340 -4.864
H -2.156 -4.371 -6.101
H -0.473 -4.312 -6.618
H 0.118 -1.454 -7.140
H 0.521 -2.903 -8.047
H -0.440 -1.632 -8.823
H -1.517 -4.258 -9.060
H -3.158 -4.041 -8.547
H -2.392 -2.885 -9.556
H -0.798 -0.233 -5.549
H -2.044 0.502 -4.552
H -2.032 0.850 -6.311
H -3.742 -1.276 -8.410
C 5.765 -0.155 -7.032
C 5.314 0.931 -8.041
C 4.669 0.214 -9.266
C 3.293 -0.385 -8.932
C 2.368 0.681 -8.365
C 2.900 1.431 -7.146
N 4.319 1.814 -7.372
O 4.886 2.522 -6.338
C 1.915 2.642 -6.954
C 2.795 0.520 -5.900
C 6.603 1.629 -8.541
H 4.957 -0.579 -6.437
H 6.431 0.295 -6.296
H 6.293 -1.010 -7.454
H 4.704 0.954 -10.065
H 5.274 -0.660 -9.510
H 3.446 -1.124 -8.145
H 2.759 -0.852 -9.760
H 1.378 0.266 -8.174
H 2.009 1.473 -9.022
H 1.890 3.062 -5.949
H 2.171 3.502 -7.573
H 0.890 2.291 -7.075
H 3.545 0.674 -5.124
H 1.806 0.575 -5.445
H 2.824 -0.526 -6.206
H 6.395 2.648 -8.868
H 7.052 1.043 -9.343
H 7.302 1.668 -7.706
H 4.987 1.803 -5.710
C 1.757 -1.473 -1.145
C 0.828 -0.264 -0.700
C -0.119 -0.702 0.496
C -0.713 0.434 1.329
C 0.471 1.358 1.713
C 1.313 1.962 0.528
N 1.732 0.828 -0.334
O 2.447 1.344 -1.417
C 0.527 3.088 -0.101
C 2.668 2.431 1.124
C -0.068 0.081 -1.917
H 2.696 -1.169 -1.608
H 1.295 -2.082 -1.922
H 2.051 -2.038 -0.260
H -1.009 -1.194 0.104
H 0.468 -1.368 1.129
H -1.196 0.033 2.220
H -1.518 0.965 0.822
H 1.135 0.711 2.285
H 0.147 2.201 2.323
H 1.095 3.560 -0.903
H -0.393 2.794 -0.606
H 0.272 3.835 0.650
H 3.265 1.647 1.588
H 3.214 3.024 0.390
H 2.370 3.155 1.882
H 0.527 0.459 -2.748
H -0.856 0.810 -1.725
H -0.556 -0.833 -2.255
H 1.781 1.835 -1.904
C 4.707 -3.435 4.366
C 3.880 -2.225 3.871
C 2.696 -1.912 4.806
C 2.920 -1.127 6.086
C 3.679 0.151 5.746
C 5.015 -0.056 4.944
N 4.678 -0.931 3.737
O 5.740 -0.986 2.835
C 5.520 1.376 4.453
C 6.127 -0.613 5.776
C 3.293 -2.529 2.500
H 4.194 -4.396 4.320
H 4.947 -3.386 5.428
H 5.681 -3.512 3.883
H 1.856 -1.423 4.313
H 2.316 -2.863 5.179
H 3.402 -1.825 6.771
H 2.009 -0.768 6.565
H 3.809 0.774 6.631
H 2.956 0.709 5.150
H 4.808 1.922 3.833
H 5.738 2.104 5.234
H 6.352 1.266 3.757
H 6.439 0.029 6.600
H 5.976 -1.654 6.063
H 7.019 -0.701 5.157
H 4.077 -2.665 1.755
H 2.832 -1.562 2.296
H 2.600 -3.370 2.501
H 5.329 -0.696 2.017
C -7.389 4.408 -1.484
C -6.851 4.967 -0.164
C -7.310 4.110 1.019
C -6.431 2.833 1.242
C -4.958 3.170 1.271
C -4.444 3.946 0.042
N -5.357 5.096 -0.215
O -4.887 5.844 -1.366
C -3.030 4.373 0.527
C -4.330 3.026 -1.210
C -7.332 6.436 0.025
H -8.425 4.699 -1.659
H -7.338 3.327 -1.354
H -6.853 4.654 -2.401
H -7.366 4.533 2.022
H -8.304 3.713 0.813
H -6.591 2.165 0.396
H -6.811 2.339 2.136
H -4.553 2.171 1.433
H -4.771 3.730 2.187
H -2.441 5.001 -0.141
H -2.983 4.963 1.442
H -2.419 3.487 0.699
H -3.670 2.178 -1.030
H -5.320 2.677 -1.504
H -4.039 3.442 -2.175
H -8.402 6.430 0.232
H -7.181 7.093 -0.831
H -6.843 6.919 0.871
H -4.865 5.266 -2.132
C 0.772 4.421 5.692
C 1.720 5.617 5.350
C 1.565 6.755 6.433
C 1.950 6.292 7.929
C 3.456 5.964 7.769
C 3.797 4.895 6.734
N 3.136 5.244 5.374
O 3.454 4.286 4.411
C 5.309 5.015 6.530
C 3.405 3.467 7.290
C 1.347 6.270 3.952
H 0.820 4.084 6.728
H 1.122 3.539 5.155
H -0.274 4.468 5.388
H 2.124 7.650 6.160
H 0.501 6.981 6.365
H 1.377 5.430 8.272
H 1.732 7.082 8.649
H 3.767 5.621 8.756
H 3.969 6.920 7.660
H 5.774 4.223 5.943
H 5.557 5.918 5.971
H 5.812 5.197 7.480
H 2.548 3.539 7.959
H 3.148 2.821 6.449
H 4.244 2.975 7.782
H 1.105 5.496 3.224
H 2.061 6.927 3.455
H 0.355 6.712 4.047
H 4.153 4.714 3.911
C 2.027 -5.234 -3.510
C 3.036 -5.795 -4.578
C 2.340 -5.588 -5.918
C 2.608 -4.115 -6.449
C 4.112 -3.846 -6.546
C 4.896 -3.998 -5.174
N 4.452 -5.257 -4.518
O 5.026 -5.485 -3.281
C 6.428 -4.058 -5.468
C 4.544 -2.744 -4.300
C 3.087 -7.362 -4.337
H 2.018 -4.145 -3.549
H 2.290 -5.388 -2.464
H 1.032 -5.606 -3.754
H 2.672 -6.350 -6.622
H 1.257 -5.704 -5.874
H 2.216 -3.354 -5.774
H 2.209 -4.084 -7.463
H 4.258 -2.824 -6.897
H 4.498 -4.496 -7.331
H 7.125 -4.137 -4.634
H 6.690 -4.836 -6.185
H 6.659 -3.126 -5.985
H 4.909 -2.832 -3.277
H 5.088 -1.902 -4.729
H 3.479 -2.519 -4.257
H 3.893 -7.874 -4.863
H 2.187 -7.934 -4.563
H 3.251 -7.585 -3.282
H 5.766 -6.054 -3.507
*
```

Calculated values
Energy relative to the best compared isomer or geometry (same formula, charge and spin)   4.074 eV
Highest occupied orbital energy   -0.2865 Eh
Orbital gap   0.2877 Eh
LUMO energy   0.03 eV